DFT (ωB97M-V with the def2-TZVPD basis set) results for 2 unconnected molecules or ions with the total composition C3H9N3.

Computed properties:
E_tot   -283.79474 a.u.
LUMO (spin up / spin down)   0.04084 / 0.02471 hartree
HOMO energy (spin up / spin down)   -0.2970 / -0.2617 Ha
Frontier orbital gap (spin up / spin down)   9.19 / 7.79 eV
Relative energy (zero: lowest compared OMol25 entry of this formula, charge and spin)   118.2 kcal per mole

XYZ file:
```
15
Properties=species:S:1:pos:R:3:forces:R:3:mulliken_charge:R:1
C 0.589798 -1.212522 -0.791233 -0.4353 1.1163 -0.0770 0.018
C 0.759985 -1.859545 -2.152552 -0.1672 0.4968 -0.3709 -0.780
C -1.579336 1.253574 1.387878 -0.8853 -2.7731 -2.2046 -0.758
N -0.164544 -0.220250 -0.605492 -0.1440 -0.5251 -0.1844 -0.497
N 0.616846 1.407353 1.466550 2.8943 1.0454 0.7396 -0.253
N -0.340902 0.531657 1.425549 0.8343 -1.3884 0.3254 -0.245
H 1.176026 -1.663622 -0.013505 0.2801 -0.2034 0.9280 0.397
H 1.254408 -2.851869 -2.008023 -1.3846 0.2309 -0.2498 0.268
H 1.587727 -1.362994 -2.724366 -1.1121 0.1899 0.2103 0.230
H -0.301480 -1.736530 -2.616282 2.2863 -0.8727 0.1472 0.250
H -2.322425 0.395657 1.292041 0.3652 1.7266 -0.4018 0.236
H -1.816546 1.813129 2.228100 -0.0068 0.7502 2.1748 0.359
H -1.525686 1.990885 0.580052 -0.6025 -0.3097 -0.5131 0.349
H 1.644065 1.218865 1.448882 -1.7296 -0.7085 0.0587 0.238
H 0.422063 2.296211 1.082399 -0.1928 1.2251 -0.5823 0.187
```
Forces are in eV/Å.